Density functional theory data (the ωB97M-V functional and the def2-TZVPD basis) for 12 unconnected molecules or ions with the total composition C32H56Cl22O2.

Structure (XYZ):
```
112
Properties=species:S:1:pos:R:3:lowdin_charge:R:1
C -0.81 -0.56 1.63 -0.098
C -2.19 0.18 1.51 -0.238
C -3.01 -0.09 0.29 -0.074
C -4.31 0.57 0.20 -0.017
C -4.77 1.51 1.33 -0.183
C -6.24 2.16 1.19 -0.137
C -7.23 1.08 1.84 -0.179
O -8.65 1.33 1.51 -0.115
C -9.26 0.03 1.64 -0.308
O -9.71 -0.34 2.69 0.083
C -3.95 1.78 2.50 -0.042
C -2.63 1.10 2.57 -0.043
H -0.34 -0.57 0.61 -0.007
H -0.19 -0.04 2.39 0.071
H -0.95 -1.64 1.92 0.088
H -2.65 -0.77 -0.54 -0.002
H -4.96 0.36 -0.71 0.088
H -6.43 2.30 0.09 0.107
H -6.26 3.13 1.76 0.003
H -7.17 1.03 2.95 0.129
H -6.94 0.11 1.33 0.120
H -9.24 -0.62 0.72 0.129
H -4.30 2.46 3.31 0.072
H -1.99 1.28 3.47 0.100
Cl 1.29 0.50 -3.97 0.545
C 1.74 -0.68 -2.70 -0.680
C 0.66 -1.70 -2.45 -0.634
Cl -0.78 -0.97 -1.69 0.668
H 1.98 -0.12 -1.80 0.064
H 2.65 -1.18 -3.04 0.004
H 1.02 -2.47 -1.77 0.025
H 0.34 -2.18 -3.38 0.072
Cl 5.44 -1.48 -1.77 0.523
C 5.40 0.30 -1.69 -0.634
C 5.48 0.94 -3.06 -0.652
Cl 7.07 0.70 -3.82 0.549
H 6.22 0.63 -1.05 0.034
H 4.46 0.58 -1.21 0.067
H 5.32 2.01 -2.98 0.078
H 4.72 0.53 -3.73 0.058
Cl -13.21 -5.19 2.00 0.530
C -12.00 -4.11 2.73 -0.661
C -12.25 -2.66 2.39 -0.653
Cl -11.95 -2.32 0.67 0.539
H -11.02 -4.44 2.41 0.069
H -12.07 -4.25 3.81 0.073
H -11.57 -2.03 2.96 0.054
H -13.27 -2.36 2.62 0.071
Cl -8.71 -2.45 -4.12 0.552
C -9.77 -1.38 -3.18 -0.659
C -9.21 0.02 -3.06 -0.648
Cl -7.75 0.08 -2.05 0.557
H -9.92 -1.84 -2.20 0.057
H -10.73 -1.36 -3.69 0.075
H -9.95 0.67 -2.59 0.075
H -8.96 0.43 -4.04 0.069
Cl 10.88 3.49 -2.84 0.535
C 11.36 2.31 -1.59 -0.695
C 10.29 1.27 -1.34 -0.649
Cl 8.84 1.97 -0.57 0.536
H 11.59 2.87 -0.68 -0.048
H 12.27 1.83 -1.94 0.077
H 10.67 0.51 -0.67 0.073
H 9.98 0.79 -2.27 0.056
Cl 12.33 3.06 1.46 0.612
C 11.22 4.08 2.41 -0.672
C 11.71 5.51 2.52 -0.731
Cl 13.17 5.63 3.54 0.542
H 11.08 3.62 3.38 0.052
H 10.26 4.07 1.89 0.039
H 10.95 6.12 2.99 -0.017
H 11.94 5.93 1.55 0.065
Cl 3.54 -3.72 -3.79 0.565
C 4.00 -4.89 -2.52 -0.702
C 2.91 -5.91 -2.27 -0.649
Cl 1.47 -5.19 -1.51 0.568
H 4.24 -4.33 -1.62 0.047
H 4.90 -5.39 -2.87 -0.049
H 3.28 -6.68 -1.59 0.072
H 2.60 -6.40 -3.20 0.071
Cl -6.54 4.12 3.81 0.629
C -6.49 5.89 3.90 -0.634
C -6.41 6.53 2.53 -0.660
Cl -4.85 6.22 1.74 0.547
H -5.65 6.18 4.52 0.070
H -7.41 6.21 4.40 0.073
H -6.52 7.61 2.62 0.072
H -7.20 6.16 1.87 0.072
Cl 6.66 -6.64 -2.43 0.624
C 8.26 -5.88 -2.21 -0.624
C 8.33 -5.06 -0.94 -0.643
Cl 7.31 -3.60 -1.02 0.531
H 8.47 -5.27 -3.10 0.075
H 9.00 -6.68 -2.18 0.074
H 9.36 -4.72 -0.78 0.074
H 8.03 -5.64 -0.08 0.070
Cl -7.22 -5.66 -0.31 0.531
C -6.65 -5.26 -1.96 -0.674
C -5.15 -5.18 -2.05 -0.666
Cl -4.51 -3.78 -1.15 0.537
H -7.11 -4.31 -2.25 0.034
H -7.03 -6.04 -2.62 0.073
H -4.85 -5.06 -3.09 0.073
H -4.67 -6.08 -1.66 0.068
Cl 8.66 4.95 4.45 0.597
C 7.42 5.95 3.65 -0.637
C 7.56 5.93 2.14 -0.625
Cl 9.03 6.77 1.58 0.624
H 7.50 6.96 4.04 0.072
H 6.45 5.54 3.93 0.074
H 6.71 6.44 1.69 0.075
H 7.59 4.91 1.75 0.067
```

Values from the calculation:
- 2S+1 = 1
- SMILES = Cc1ccc(CCOC=O)cc1.ClCCCl.ClCCCl.ClCCCl.ClCCCl.ClCCCl.ClCCCl.ClCCCl.ClCCCl.ClCCCl.ClCCCl.ClCCCl
- LUMO energy (eV) = 0.29
- calculated total energy (eV) = -313680.917
- HOMO-LUMO gap (eV) = 8.484

=====

Density functional theory data (the ωB97M-V functional and the def2-TZVPD basis) for 6 unconnected molecules or ions with the total composition C32H56ClN2O12.

Structure (XYZ):
```
103
Properties=species:S:1:pos:R:3:lowdin_charge:R:1
C -1.70 -1.07 0.45 -0.090
C -2.55 0.07 -0.33 -0.251
C -3.92 0.48 0.40 -0.556
Cl -3.62 1.65 1.83 0.598
C -5.07 1.02 -0.56 -0.076
C -6.52 0.46 -0.29 0.115
C -7.77 0.92 -1.12 -0.019
C -9.26 0.42 -0.85 -0.347
O -10.13 0.42 -1.77 0.103
O -9.60 -0.01 0.48 0.041
C -7.48 1.97 -2.25 0.070
C -6.02 2.47 -2.45 0.055
N -4.92 1.99 -1.61 -0.091
N -3.67 2.52 -1.90 0.094
C -3.36 3.55 -1.11 -0.253
C -4.36 4.45 -0.27 -0.045
C -1.78 3.93 -1.06 -0.016
H -1.42 -1.89 -0.31 0.086
H -0.69 -0.63 0.80 0.081
H -2.26 -1.47 1.36 0.070
H -1.88 1.02 -0.32 0.071
H -2.70 -0.19 -1.43 0.121
H -4.32 -0.48 0.90 0.115
H -6.70 -0.30 0.56 0.134
H -9.35 0.74 1.09 0.131
H -8.29 2.42 -2.92 0.134
H -5.84 3.24 -3.27 0.150
H -4.02 4.41 0.83 0.079
H -4.28 5.53 -0.68 0.112
H -5.46 4.14 -0.32 0.073
H -1.16 3.08 -0.59 0.058
H -1.40 4.15 -2.13 0.107
H -1.65 4.87 -0.42 0.089
O 0.36 1.81 -0.28 0.022
C 1.42 1.59 -0.85 -0.497
O 2.45 2.43 -0.69 0.016
C 3.78 2.16 -1.17 -0.213
C 3.93 2.57 -2.62 -0.056
C 1.55 0.44 -1.80 0.032
H 4.07 1.12 -0.99 0.071
H 4.45 2.77 -0.55 0.127
H 3.27 1.99 -3.27 0.075
H 4.96 2.41 -2.96 0.089
H 3.67 3.62 -2.75 0.042
H 1.16 0.73 -2.78 0.103
H 0.97 -0.40 -1.42 0.082
H 2.57 0.08 -1.91 0.062
O 2.79 5.33 -3.27 0.085
C 2.53 6.27 -2.54 -0.505
O 3.20 6.42 -1.38 0.006
C 3.10 7.58 -0.54 -0.224
C 1.91 7.48 0.39 -0.066
C 1.41 7.21 -2.87 0.013
H 3.09 8.50 -1.13 0.116
H 4.02 7.61 0.05 0.126
H 0.97 7.43 -0.16 0.062
H 1.87 8.33 1.07 0.084
H 1.97 6.56 0.99 0.086
H 0.46 6.77 -2.54 0.087
H 1.38 7.35 -3.95 0.096
H 1.52 8.20 -2.43 0.071
O 5.02 -0.27 -1.71 0.055
C 5.17 -1.47 -1.51 -0.489
O 5.64 -2.25 -2.49 0.013
C 6.02 -3.63 -2.32 -0.216
C 4.82 -4.54 -2.43 -0.072
C 4.75 -2.09 -0.21 0.024
H 6.57 -3.76 -1.38 0.113
H 6.72 -3.85 -3.12 0.125
H 4.08 -4.34 -1.65 0.065
H 5.13 -5.59 -2.35 0.073
H 4.32 -4.40 -3.39 0.084
H 3.67 -2.29 -0.25 0.100
H 4.96 -1.39 0.59 0.098
H 5.28 -3.01 0.03 0.052
O -3.33 -3.20 3.58 0.091
C -3.91 -2.59 4.45 -0.524
O -4.90 -1.73 4.13 -0.020
C -5.77 -1.10 5.08 -0.229
C -5.14 0.16 5.64 -0.064
C -3.48 -2.70 5.89 0.012
H -6.08 -1.80 5.86 0.117
H -6.68 -0.83 4.53 0.119
H -4.22 -0.06 6.18 0.072
H -5.83 0.66 6.32 0.086
H -4.88 0.84 4.83 0.063
H -2.64 -2.03 6.07 0.101
H -3.17 -3.73 6.07 0.097
H -4.28 -2.50 6.60 0.071
O 5.32 -5.41 0.50 0.084
C 5.47 -6.60 0.69 -0.504
O 5.95 -7.38 -0.30 -0.004
C 6.34 -8.75 -0.12 -0.224
C 5.14 -9.68 -0.24 -0.064
C 5.05 -7.23 1.99 0.014
H 6.89 -8.89 0.81 0.116
H 7.04 -8.98 -0.93 0.126
H 4.40 -9.48 0.54 0.068
H 5.45 -10.72 -0.16 0.085
H 4.63 -9.53 -1.19 0.086
H 3.98 -7.43 1.96 0.101
H 5.26 -6.52 2.79 0.096
H 5.59 -8.14 2.23 0.072
```

Values from the calculation:
- 2S+1 = 1
- LUMO energy (eV) = -4.70
- calculated total energy (eV) = -74152.896
- total charge = +1
- HOMO-LUMO gap (eV) = 6.534

=====

Density functional theory data (the ωB97M-V functional and the def2-TZVPD basis) for a molecular structure, C32H56MnN3OP2.

Structure (XYZ):
```
95
Properties=species:S:1:pos:R:3:lowdin_spin:R:1
C 0.67 2.39 -0.88 0.027
C 0.92 0.43 -2.17 0.019
C 1.24 3.17 -1.89 0.085
C 1.68 1.17 -3.09 0.096
C 1.80 2.54 -2.99 0.006
H 1.29 4.24 -1.74 0.003
H 2.01 0.62 -3.95 0.003
H 2.25 3.12 -3.79 -0.001
N 0.51 1.06 -1.02 0.031
P 0.24 1.80 1.83 -0.036
P -0.82 -1.55 -1.43 -0.021
C 0.26 3.04 0.44 -0.002
H 0.95 3.87 0.67 -0.001
H -0.76 3.48 0.35 0.000
C -0.95 -0.97 2.01 -0.013
O -1.36 -1.51 3.00 0.036
C 0.39 -0.85 -2.59 0.512
H 1.24 -1.50 -2.88 0.019
C -0.78 -3.46 -1.07 -0.003
C -2.12 -1.14 -2.76 0.021
C 2.06 1.77 2.41 -0.002
C -0.83 2.63 3.15 -0.002
C -0.56 -3.75 0.43 0.002
H -1.38 -3.38 1.05 0.000
H -0.48 -4.84 0.56 0.001
H 0.38 -3.31 0.78 0.000
C -2.08 -4.16 -1.48 -0.001
H -2.94 -3.78 -0.91 0.000
H -2.29 -4.09 -2.55 0.000
H -1.98 -5.23 -1.23 0.000
C 0.42 -4.01 -1.83 -0.001
H 0.49 -5.09 -1.64 -0.001
H 0.34 -3.86 -2.91 0.000
H 1.35 -3.54 -1.46 0.001
C -3.55 -1.51 -2.36 0.006
H -3.77 -1.22 -1.32 0.000
H -4.22 -0.96 -3.03 0.002
H -3.76 -2.58 -2.50 0.000
C -2.13 0.38 -3.01 0.010
H -2.30 0.94 -2.08 0.001
H -1.20 0.73 -3.46 0.005
H -2.94 0.58 -3.71 0.000
C -1.73 -1.88 -4.06 0.017
H -0.65 -2.06 -4.16 0.009
H -2.26 -2.83 -4.15 0.002
H -2.02 -1.24 -4.90 -0.001
C -0.72 1.84 4.46 0.000
H -1.44 2.26 5.18 0.000
H -0.96 0.78 4.32 0.000
H 0.27 1.91 4.93 0.000
C -2.30 2.59 2.70 0.000
H -2.46 3.10 1.74 0.000
H -2.68 1.56 2.61 0.000
H -2.92 3.10 3.45 0.000
C -0.46 4.11 3.38 -0.002
H -0.35 4.67 2.44 0.000
H -1.29 4.57 3.95 0.000
H 0.44 4.23 3.98 0.000
C 2.96 1.75 1.17 0.000
H 2.99 2.71 0.65 0.001
H 4.00 1.52 1.49 0.000
H 2.66 0.97 0.46 0.000
C 2.29 0.49 3.24 0.000
H 2.13 -0.39 2.63 0.000
H 3.33 0.48 3.56 0.000
H 1.63 0.43 4.10 0.000
C 2.46 2.98 3.26 -0.002
H 2.26 3.94 2.76 0.000
H 1.98 2.97 4.25 0.000
H 3.54 2.93 3.44 -0.001
Mn -0.46 -0.14 0.55 2.143
N 1.43 -1.28 0.86 -0.007
C 2.33 -1.69 0.23 0.007
C 3.49 -2.07 -0.67 0.001
C 3.53 -2.32 -2.22 0.001
C 4.47 -0.96 -0.36 0.001
C 3.80 -3.36 0.08 0.000
H 2.88 -3.13 -2.57 0.000
H 3.36 -1.42 -2.82 0.000
H 4.55 -2.64 -2.48 0.000
H 4.42 -0.76 0.71 0.000
H 5.48 -1.27 -0.63 0.000
H 4.22 -0.04 -0.89 0.000
H 4.32 -4.08 -0.54 0.000
H 4.36 -3.07 0.97 0.000
H 2.88 -3.85 0.43 0.000
C -5.32 2.31 0.50 0.003
C -4.92 0.83 0.30 0.006
C -3.51 0.60 0.36 0.033
N -2.34 0.51 0.35 -0.015
H -4.98 2.66 1.48 0.000
H -6.40 2.44 0.45 0.000
H -4.87 2.94 -0.28 0.000
H -5.41 0.20 1.06 0.001
H -5.28 0.47 -0.68 0.001
```

Values from the calculation:
- 2S+1 = 4
- ⟨S²⟩ = 3.856
- LUMO energy (alpha / beta) (eV) = -10.51 / -11.00
- calculated total energy (eV) = -90480.763
- total charge = +3
- ΔE to the lowest compared entry with this formula, charge and spin (kcal/mol) = 2.8
- HOMO-LUMO gap (alpha / beta) (eV) = 6.443 / 6.914

=====

Density functional theory data (the ωB97M-V functional and the def2-TZVPD basis) for a molecular structure, C32H58Br2LiN8OSi4.

Structure (XYZ):
```
106
Properties=species:S:1:pos:R:3:nbo_charge:R:1
Li -0.62 -0.55 0.38 0.847
C -2.20 -3.11 -1.82 -0.628
C -2.40 -3.32 -0.35 0.221
C -3.06 -4.49 0.10 -0.261
C -3.24 -4.69 1.43 -0.145
C -2.76 -3.75 2.37 -0.145
C -2.91 -3.87 3.77 -0.156
Br -3.80 -5.37 4.53 -0.004
C -2.42 -2.89 4.59 -0.147
C -1.77 -1.78 4.07 -0.271
Br -1.16 -0.44 5.27 0.031
C -1.54 -1.57 2.70 0.427
O -0.94 -0.58 2.19 -0.817
C -2.10 -2.62 1.84 0.154
N -1.93 -2.42 0.50 -0.490
H -2.69 -3.89 -2.40 0.200
H -1.13 -3.12 -2.06 0.229
H -2.58 -2.14 -2.12 0.221
H -3.42 -5.20 -0.62 0.206
H -3.75 -5.58 1.79 0.222
H -2.55 -2.98 5.67 0.220
C -4.09 1.12 -4.43 -0.414
C -4.30 0.56 -3.04 -0.209
N -3.03 0.61 -2.35 -0.634
C -1.84 0.18 -2.94 0.603
N -0.89 -0.17 -2.17 -0.597
C 0.36 -0.63 -2.76 -0.248
C 0.57 -0.15 -4.19 -0.420
C -0.68 -0.41 -4.99 -0.199
N -1.82 0.20 -4.32 -0.460
C -3.04 0.28 -5.12 -0.193
H -3.75 2.15 -4.35 0.214
H -5.02 1.10 -5.00 0.213
H -4.69 -0.47 -3.12 0.169
H -5.03 1.14 -2.47 0.207
H -3.03 0.33 -1.38 0.403
H 0.38 -1.73 -2.74 0.179
H 1.18 -0.31 -2.12 0.246
H 1.43 -0.65 -4.64 0.219
H 0.78 0.93 -4.18 0.211
H -0.84 -1.49 -5.10 0.172
H -0.61 0.02 -5.99 0.192
H -3.44 -0.72 -5.31 0.169
H -2.77 0.71 -6.09 0.199
C 5.28 -2.26 0.10 -1.119
Si 3.48 -2.06 -0.39 1.276
C 3.54 -2.01 -2.29 -1.111
C 2.63 -3.70 0.05 -1.114
Si 2.22 -0.31 0.49 -0.765
Si 2.80 -0.40 2.74 1.310
C 4.62 -0.15 3.19 -1.119
C 1.85 0.89 3.73 -1.135
C 2.30 -2.08 3.46 -1.115
Si 3.37 1.58 -0.20 1.275
C 5.25 1.55 -0.37 -1.122
C 2.76 2.18 -1.90 -1.116
C 3.01 3.02 0.98 -1.112
H 5.70 -3.17 -0.35 0.213
H 5.41 -2.33 1.19 0.225
H 5.88 -1.41 -0.24 0.228
H 4.34 -2.67 -2.65 0.217
H 3.74 -1.00 -2.66 0.222
H 2.60 -2.35 -2.73 0.216
H 3.02 -4.53 -0.56 0.212
H 1.55 -3.62 -0.11 0.228
H 2.79 -3.95 1.10 0.232
H 4.98 0.81 2.81 0.221
H 5.24 -0.93 2.75 0.222
H 4.76 -0.16 4.28 0.217
H 2.22 1.90 3.55 0.219
H 1.93 0.67 4.81 0.219
H 0.79 0.84 3.46 0.259
H 3.05 -2.85 3.23 0.218
H 1.35 -2.41 3.03 0.237
H 2.18 -2.02 4.55 0.223
H 5.55 0.81 -1.13 0.223
H 5.73 1.26 0.57 0.231
H 5.62 2.53 -0.67 0.215
H 3.04 1.47 -2.68 0.219
H 3.21 3.15 -2.14 0.215
H 1.67 2.28 -1.91 0.225
H 3.64 2.96 1.87 0.229
H 1.97 2.99 1.33 0.220
H 3.18 3.99 0.50 0.216
C -2.94 1.92 1.13 -0.067
N -1.49 1.97 1.02 -0.481
C -0.98 2.59 2.25 -0.083
N -1.52 3.94 2.44 -0.471
C -2.98 3.85 2.49 -0.078
N -3.55 3.25 1.27 -0.477
C -3.12 4.06 0.12 -0.078
N -1.67 4.18 0.01 -0.475
C -1.11 2.82 -0.12 -0.085
C -1.16 4.75 1.26 -0.079
H -3.20 1.31 2.00 0.209
H -3.37 1.45 0.25 0.173
H 0.11 2.64 2.19 0.211
H -1.25 1.95 3.10 0.223
H -3.40 4.85 2.60 0.184
H -3.27 3.25 3.35 0.199
H -3.55 5.06 0.22 0.186
H -3.51 3.60 -0.80 0.191
H -0.02 2.88 -0.16 0.209
H -1.47 2.37 -1.05 0.210
H -1.57 5.75 1.39 0.184
H -0.07 4.82 1.20 0.202
```

Values from the calculation:
- 2S+1 = 1
- LUMO energy (eV) = 2.03
- calculated total energy (eV) = -219901.212
- total charge = -1
- ΔE to the lowest compared entry with this formula, charge and spin (kcal/mol) = 3.6
- HOMO-LUMO gap (eV) = 5.596

=====

- Number 3 is which compound?
  C32H56MnN3OP2

=====

- Among the records above, which one has the highest 2S+1?
  C32H56MnN3OP2

=====

- calculated total energy of number 1 (C32H56Cl22O2)?
  -313680.917 eV